[1]
Here is 5 unconnected molecules or ions with the total composition C39H49N7O10 at a distorted geometry from OMol25. Energies are from the ωB97M-V functional and the def2-TZVPD basis.

LUMO = -1.12 eV
HOMO level = -7.97 eV
SMILES = CC(=O)OCc1c(COCOCCO)c(O)c2c(c1OC#N)C(=O)N(CCCCN(C)C(C)=O)C2=O.c1cc[nH]c1.c1cc[nH]c1.c1cc[nH]c1.c1cc[nH]c1
energy = -2651.11367 Ha

```
! RIJCOSX wB97M-V def2-TZVPD def2/J DEFGRID3
* xyz 0 1
C 2.43 -1.17 4.13
C 1.31 -0.59 3.31
O 0.17 -0.83 3.49
O 1.71 0.24 2.28
C 1.39 1.63 2.50
C 0.40 2.08 1.45
C 0.76 2.20 0.09
C 2.15 1.90 -0.41
O 2.18 0.95 -1.45
C 2.30 -0.38 -1.05
O 3.45 -0.91 -1.70
C 3.56 -2.30 -1.44
C 4.92 -2.63 -0.86
O 5.96 -1.88 -1.46
C -0.23 2.61 -0.83
O 0.08 2.70 -2.17
C -1.52 2.88 -0.40
C -1.86 2.77 0.93
C -0.92 2.39 1.85
O -1.27 2.29 3.23
C -0.86 3.33 3.87
N -0.43 4.22 4.44
C -3.32 3.15 1.05
O -3.95 3.36 2.05
N -3.78 3.24 -0.25
C -5.07 3.83 -0.56
C -6.03 2.81 -1.16
C -6.60 1.84 -0.12
C -6.17 0.42 -0.43
N -6.77 -0.59 0.46
C -6.02 -1.88 0.40
C -8.12 -0.79 0.18
C -8.84 -1.82 1.01
O -8.74 -0.15 -0.64
C -2.72 3.29 -1.17
O -2.84 3.61 -2.32
H 2.25 -0.93 5.17
H 2.44 -2.24 3.96
H 3.38 -0.76 3.82
H 2.31 2.19 2.37
H 1.01 1.78 3.50
H 2.81 1.62 0.40
H 2.57 2.82 -0.82
H 1.40 -0.92 -1.36
H 2.43 -0.48 0.02
H 3.41 -2.81 -2.39
H 2.81 -2.65 -0.74
H 5.10 -3.69 -1.03
H 4.94 -2.51 0.22
H 6.28 -2.39 -2.21
H 0.50 3.54 -2.37
H -4.96 4.69 -1.22
H -5.49 4.20 0.37
H -5.50 2.27 -1.95
H -6.83 3.36 -1.64
H -7.68 1.90 -0.16
H -6.29 2.12 0.89
H -5.09 0.38 -0.31
H -6.42 0.19 -1.47
H -6.66 -2.71 0.13
H -5.55 -2.10 1.35
H -5.24 -1.83 -0.35
H -9.67 -1.35 1.51
H -9.26 -2.55 0.31
H -8.20 -2.34 1.71
N -3.11 2.17 6.04
C -4.04 2.33 5.06
C -5.23 1.83 5.53
C -4.99 1.35 6.85
C -3.66 1.58 7.14
H -2.15 2.46 5.96
H -3.77 2.79 4.13
H -6.16 1.81 4.99
H -5.70 0.89 7.51
H -3.08 1.37 8.02
N 7.52 0.63 -1.84
C 8.48 0.85 -0.89
C 9.58 1.36 -1.52
C 9.27 1.46 -2.90
C 7.99 1.00 -3.06
H 6.61 0.24 -1.66
H 8.30 0.61 0.15
H 10.50 1.64 -1.04
H 9.91 1.83 -3.68
H 7.37 0.91 -3.94
N 4.20 -0.42 -4.58
C 3.74 0.57 -5.40
C 3.94 0.17 -6.70
C 4.55 -1.11 -6.66
C 4.69 -1.45 -5.34
H 4.17 -0.40 -3.58
H 3.31 1.47 -5.00
H 3.69 0.74 -7.58
H 4.84 -1.72 -7.50
H 5.09 -2.33 -4.87
N 2.60 -5.90 -1.11
C 2.29 -7.02 -1.83
C 1.09 -7.49 -1.37
C 0.66 -6.62 -0.33
C 1.61 -5.65 -0.19
H 3.43 -5.34 -1.23
H 2.94 -7.38 -2.60
H 0.57 -8.36 -1.73
H -0.25 -6.70 0.25
H 1.67 -4.80 0.48
*
```

***

[2]
Here is a molecular structure, C39H50AlN2O8STe from OMol25. Energies are from the ωB97M-V functional and the def2-TZVPD basis.

expectation value of S² = 0.761
LUMO (spin up / spin down) = -0.23 / -1.23 eV
HOMO level (spin up / spin down) = -7.54 / -8.00 eV
energy relative to the best compared isomer or geometry (same formula, charge and spin) = 0.0 kcal/mol
energy = -3136.31399 Ha

```
! RIJCOSX wB97M-V def2-TZVPD def2/J DEFGRID3
* xyz 0 2
Al 0.37 -0.74 2.13
O 2.05 -0.96 2.96
C 2.53 -0.41 4.18
C 2.21 -1.36 5.32
C 0.82 -1.98 5.18
C -0.26 -0.95 5.10
C -1.02 -0.63 6.22
C -1.98 0.37 6.15
C -2.15 1.04 4.95
C -1.37 0.68 3.88
N -0.46 -0.30 3.94
H 2.73 -1.25 2.27
H 2.05 0.57 4.32
H 3.60 -0.22 4.07
H 2.29 -0.81 6.26
H 2.95 -2.16 5.37
H 0.62 -2.62 6.05
H 0.79 -2.62 4.29
H -0.85 -1.17 7.13
H -2.57 0.61 7.01
H -2.88 1.83 4.84
H -1.47 1.16 2.91
O -3.32 -5.01 0.20
C -2.64 -4.17 0.72
C -1.26 -4.38 1.37
O -0.75 -5.44 1.66
C -0.75 -3.02 1.55
C -1.69 -2.07 1.20
O -1.33 -0.82 1.32
C -2.95 -2.67 0.78
O -4.02 -2.15 0.55
O 0.39 -2.59 2.01
C 1.56 3.17 1.95
C 1.80 1.69 1.66
O 2.96 1.28 1.76
N 0.78 0.89 1.32
Te -0.77 2.11 -0.12
C -2.75 2.53 -0.90
C -3.90 2.03 -0.32
C -3.91 1.04 0.80
C -5.14 2.41 -0.84
C -5.25 3.27 -1.92
C -6.58 3.66 -2.48
C -4.07 3.76 -2.49
C -2.82 3.41 -2.00
C -1.61 3.98 -2.68
C -0.12 1.01 -1.81
C -0.88 0.00 -2.40
C -2.19 -0.48 -1.86
C -0.40 -0.60 -3.56
C 0.77 -0.20 -4.17
C 1.24 -0.83 -5.46
C 1.51 0.81 -3.57
C 1.10 1.42 -2.39
C 1.97 2.48 -1.79
H 2.37 3.52 2.58
H 0.60 3.35 2.43
H 1.58 3.75 1.02
H -2.91 0.72 1.08
H -4.44 0.13 0.51
H -4.41 1.45 1.68
H -6.04 2.01 -0.40
H -7.40 3.22 -1.91
H -6.69 3.34 -3.52
H -6.71 4.74 -2.47
H -4.13 4.43 -3.34
H -1.90 4.72 -3.42
H -1.03 3.20 -3.18
H -0.94 4.46 -1.96
H -2.23 -0.45 -0.77
H -2.39 -1.50 -2.19
H -3.01 0.14 -2.23
H -0.98 -1.40 -4.00
H 0.83 -1.83 -5.57
H 2.32 -0.90 -5.49
H 0.92 -0.24 -6.32
H 2.43 1.15 -4.04
H 2.81 2.69 -2.45
H 2.37 2.17 -0.83
H 1.42 3.42 -1.64
C 5.41 0.64 -1.99
C 4.79 -0.65 -2.52
C 4.54 -1.67 -1.41
S 3.17 -1.12 -0.36
O 3.39 -1.89 0.92
C 1.77 -1.91 -1.19
C 1.68 -3.43 -1.05
C 2.05 -4.20 -2.31
H 5.48 1.38 -2.79
H 6.41 0.45 -1.61
H 4.81 1.06 -1.19
H 5.45 -1.11 -3.26
H 3.85 -0.45 -3.04
H 5.38 -1.74 -0.72
H 4.32 -2.66 -1.79
H 1.82 -1.58 -2.23
H 0.91 -1.41 -0.75
H 0.65 -3.67 -0.78
H 2.28 -3.75 -0.19
H 1.52 -3.80 -3.18
H 1.79 -5.25 -2.21
H 3.12 -4.15 -2.53
*
```

***

[3]
Here is 15 unconnected molecules or ions with the total composition C39H50Cl42F19NO2P at a distorted geometry from OMol25. Energies are from the ωB97M-V functional and the def2-TZVPD basis.

LUMO = 1.15 eV
HOMO level = -4.80 eV
energy = -23288.13464 Ha

```
! RIJCOSX wB97M-V def2-TZVPD def2/J DEFGRID3
* xyz -1 1
C 6.67 1.46 -1.28
C 6.94 1.31 0.23
C 8.26 0.53 0.45
C 5.77 0.78 1.07
C 5.08 1.87 1.90
C 4.72 -0.01 0.27
O 5.33 -1.15 -0.22
P 4.45 -2.48 -1.00
F 3.75 -3.85 -1.75
C 5.01 -1.71 -2.69
C 4.19 -2.00 -3.94
C 4.83 -1.26 -5.15
N 4.04 -0.04 -5.45
C 4.00 -3.12 0.75
C 3.64 -4.60 0.87
C 2.14 -4.94 0.91
C 1.37 -4.25 2.01
F 0.78 -3.10 1.59
F 2.18 -3.88 3.05
C 0.28 -5.12 2.65
F 0.80 -6.27 3.12
F -0.30 -4.50 3.69
F -0.66 -5.42 1.73
C 2.77 -1.53 -1.17
C 1.64 -2.37 -1.80
C 0.42 -1.46 -2.10
F 0.44 -1.17 -3.44
F 0.45 -0.26 -1.46
C -0.90 -2.18 -1.83
F -0.83 -3.36 -2.51
F -1.04 -2.53 -0.54
C -2.22 -1.49 -2.33
F -2.52 -1.92 -3.57
F -3.24 -1.90 -1.53
C -2.31 0.05 -2.34
F -3.53 0.35 -2.88
F -1.42 0.63 -3.14
C -2.29 0.76 -0.94
F -1.77 0.01 0.04
F -1.52 1.86 -1.05
C -3.68 1.28 -0.45
F -4.07 2.36 -1.14
F -4.62 0.34 -0.44
F -3.50 1.68 0.83
C 6.13 -3.46 -0.92
C 6.26 -4.48 -2.02
C 6.07 -5.89 -1.61
O 7.38 -5.29 -1.96
H 5.68 1.89 -1.46
H 7.39 2.15 -1.70
H 6.75 0.49 -1.76
H 7.16 2.32 0.59
H 9.06 1.22 0.70
H 8.14 -0.20 1.25
H 8.58 0.02 -0.45
H 6.17 0.05 1.77
H 5.75 2.22 2.68
H 4.79 2.70 1.25
H 4.17 1.45 2.33
H 4.32 0.68 -0.48
H 3.94 -0.25 1.01
H 6.05 -1.94 -2.91
H 4.99 -0.63 -2.54
H 4.13 -3.05 -4.22
H 3.19 -1.58 -3.91
H 4.80 -1.87 -6.06
H 5.84 -0.97 -4.87
H 3.68 0.34 -4.58
H 4.64 0.69 -5.82
H 4.91 -2.97 1.33
H 3.25 -2.52 1.26
H 3.99 -4.94 1.85
H 4.12 -5.27 0.16
H 1.67 -4.86 -0.06
H 2.11 -6.00 1.16
H 2.35 -1.26 -0.21
H 2.91 -0.66 -1.80
H 1.88 -2.81 -2.75
H 1.30 -3.08 -1.05
H 6.98 -2.79 -1.05
H 6.25 -4.06 -0.02
H 5.89 -4.21 -3.00
H 5.89 -6.65 -2.36
H 6.26 -6.16 -0.59
C -6.39 2.30 2.73
Cl -6.20 1.32 4.19
Cl -8.04 2.18 2.11
Cl -5.95 3.97 3.04
H -5.72 1.90 1.97
C -3.85 5.84 0.24
Cl -5.46 5.28 -0.21
Cl -3.93 7.45 0.96
Cl -3.07 4.71 1.36
H -3.24 5.89 -0.65
C -7.95 1.36 8.04
Cl -9.56 0.76 7.61
Cl -8.06 2.97 8.76
Cl -7.14 0.25 9.13
H -7.36 1.44 7.13
C -1.97 3.66 -4.71
Cl -0.28 4.15 -4.63
Cl -3.04 5.04 -4.43
Cl -2.33 2.90 -6.26
H -2.15 2.93 -3.94
C 5.05 -7.54 4.00
Cl 5.41 -6.86 2.42
Cl 5.64 -9.21 4.12
Cl 5.74 -6.55 5.28
H 3.98 -7.56 4.12
C -6.27 3.26 -3.98
Cl -5.98 1.65 -4.63
Cl -6.80 4.36 -5.25
Cl -7.45 3.20 -2.67
H -5.34 3.63 -3.58
C 11.22 1.63 -2.67
Cl 9.57 1.04 -2.89
Cl 11.22 3.28 -2.05
Cl 12.13 0.57 -1.59
H 11.71 1.63 -3.63
C -3.36 6.43 4.71
Cl -1.80 7.00 5.32
Cl -3.84 4.94 5.51
Cl -4.60 7.68 4.92
H -3.26 6.23 3.66
C -13.56 0.44 7.39
Cl -13.71 -1.00 8.40
Cl -13.74 0.02 5.69
Cl -14.74 1.66 7.87
H -12.57 0.85 7.54
C 0.18 0.40 -8.36
Cl 1.87 0.84 -8.16
Cl -0.19 0.08 -10.06
Cl -0.22 -0.99 -7.35
H -0.43 1.23 -8.04
C -6.88 2.60 -8.74
Cl -6.98 1.51 -10.13
Cl -5.24 2.64 -8.09
Cl -7.42 4.22 -9.19
H -7.54 2.22 -7.97
C -18.42 0.62 7.58
Cl -18.56 -0.82 8.59
Cl -18.60 0.21 5.87
Cl -19.59 1.85 8.06
H -17.43 1.03 7.72
C -13.53 3.25 11.58
Cl -15.17 2.67 11.28
Cl -12.83 2.43 12.97
Cl -12.52 3.04 10.15
H -13.58 4.31 11.80
C 15.14 2.76 -3.09
Cl 16.82 3.19 -3.45
Cl 14.21 4.18 -2.64
Cl 14.41 1.93 -4.47
H 15.15 2.07 -2.25
*
```

***

[4]
Here is a molecular structure, C39H50F8NOP2RbS from OMol25. Energies are from the ωB97M-V functional and the def2-TZVPD basis.

LUMO = 3.75 eV
HOMO level = -1.71 eV
energy relative to the best compared isomer or geometry (same formula, charge and spin) = 10.0 kcal/mol
energy = -3549.97338 Ha

```
! RIJCOSX wB97M-V def2-TZVPD def2/J DEFGRID3
* xyz -2 1
Rb -1.24 -0.04 -0.34
C -0.28 -2.65 -3.17
C 1.08 -2.03 -2.85
C 2.17 -2.57 -3.78
P 1.35 -2.03 -1.00
C 0.94 -3.76 -0.44
C 1.56 -5.00 -1.07
C 1.07 -3.81 1.07
C 3.17 -1.81 -0.84
C 4.06 -2.81 -1.22
C 5.44 -2.68 -1.20
C 6.35 -3.79 -1.65
C 5.93 -1.44 -0.80
C 5.10 -0.42 -0.42
C 3.68 -0.55 -0.39
N 2.83 0.45 -0.08
C 3.13 1.47 0.73
C 4.10 1.46 1.78
C 4.33 2.55 2.59
C 3.62 3.74 2.45
C 3.86 4.93 3.33
C 2.63 3.75 1.47
C 2.34 2.66 0.65
P 0.96 2.62 -0.54
C 1.70 3.39 -2.06
C 0.60 3.76 -3.05
C 2.69 4.53 -1.87
C -0.37 3.80 0.04
C -1.08 3.12 1.22
C -0.17 5.29 0.32
H -0.54 -2.44 -4.21
H -1.09 -2.25 -2.56
H -0.25 -3.73 -3.04
H 0.99 -0.95 -3.06
H 2.30 -3.65 -3.67
H 3.13 -2.09 -3.61
H 1.88 -2.38 -4.82
H -0.14 -3.77 -0.64
H 2.58 -5.17 -0.71
H 1.59 -4.97 -2.16
H 0.98 -5.88 -0.78
H 2.10 -3.60 1.39
H 0.81 -4.81 1.44
H 0.39 -3.11 1.54
H 3.65 -3.74 -1.59
H 5.82 -4.74 -1.65
H 7.22 -3.89 -1.00
H 6.72 -3.63 -2.67
H 7.01 -1.26 -0.81
H 5.53 0.54 -0.16
H 4.67 0.56 1.94
H 5.09 2.48 3.36
H 4.84 4.87 3.80
H 3.12 5.00 4.14
H 3.81 5.86 2.77
H 2.05 4.66 1.33
H 2.25 2.54 -2.48
H 0.05 4.64 -2.71
H -0.12 2.95 -3.18
H 1.02 4.00 -4.03
H 2.20 5.43 -1.48
H 3.15 4.79 -2.83
H 3.48 4.26 -1.17
H -1.06 3.73 -0.81
H -0.44 3.10 2.10
H -1.34 2.09 0.99
H -2.00 3.65 1.48
H 0.29 5.46 1.30
H -1.15 5.79 0.35
H 0.43 5.78 -0.43
F -1.30 0.89 -2.86
C -2.59 0.23 -2.91
F -3.30 0.97 -1.91
C -3.15 0.84 -4.19
F -4.44 0.47 -4.39
F -2.46 0.41 -5.28
F -3.15 2.21 -4.28
C 1.64 -0.85 3.07
S 0.38 0.05 3.96
C 1.20 1.63 4.04
O -0.77 0.21 3.02
H 2.61 -0.71 3.56
H 1.69 -0.49 2.04
H 1.36 -1.90 3.07
H 2.09 1.55 4.66
H 0.50 2.33 4.48
H 1.48 1.96 3.04
F -6.51 0.00 6.59
C -7.09 -0.18 5.37
F -8.14 -1.01 5.58
F -7.64 1.03 5.05
C -6.14 -0.68 4.33
C -5.03 0.09 4.01
C -4.12 -0.35 3.08
C -4.29 -1.59 2.42
C -5.43 -2.35 2.76
C -6.34 -1.90 3.70
C -3.33 -2.07 1.50
C -2.42 -2.52 0.79
H -4.86 1.04 4.51
H -3.23 0.23 2.86
H -5.57 -3.30 2.27
H -7.20 -2.51 3.94
*
```

***

Question: What is the energy in the second record?
Answer: -3136.31399 Ha

***

Question: Which formula does entry 1 have?
Answer: C39H49N7O10